Record 1
Here is a cluster of 13 separate species, C98H219N13O16 in total from OMol25. Energies are from ωB97M-V/def2-TZVPD.

Structure (XYZ):
```
346
Properties=species:S:1:pos:R:3:mulliken_charge:R:1
H 2.2000 -5.7575 -2.8869 0.557
C -2.1743 6.7347 4.6346 -1.030
H -5.0813 -4.0860 -3.3228 0.537
H 0.3533 -2.2150 -2.5544 -0.813
H -5.3895 0.0218 -0.6618 0.230
O 0.5592 4.4122 3.9498 0.720
C -3.5173 4.6176 -6.9264 -2.311
C 5.3953 2.8773 3.8611 -1.378
H 3.9114 -0.1668 1.0097 -1.598
H 2.6780 1.3560 -0.9104 -0.673
C 3.9390 3.1478 3.8302 0.862
H -2.4554 -0.6309 -7.1386 0.482
H -4.7506 -2.4400 2.6920 0.114
H 3.4448 7.6993 1.4186 0.240
H -8.7242 -0.6290 -3.8599 0.462
C 2.7776 4.6329 -4.3266 2.638
C -4.9734 0.8339 3.3818 -0.177
H 3.2868 3.7543 -3.8765 -1.521
C 6.0885 -1.6135 1.0336 -1.433
H 4.5658 -3.1605 -2.9847 -0.044
H -0.6331 -4.1479 7.3916 0.085
C -4.3089 -0.5526 3.2670 0.497
C -0.7575 -1.0353 0.2441 0.585
H -0.9436 -5.6831 -6.0256 0.518
H -0.2559 7.0699 6.4844 0.454
H 0.3343 8.1671 4.1506 0.476
C 0.4554 -6.4281 3.1935 -1.737
O -1.2164 3.0040 -7.0972 -0.714
N 1.9424 -1.7352 5.0273 0.680
H -5.4744 -2.4224 -5.8408 0.369
H -1.4546 -6.0909 -2.3875 0.486
H -5.4315 1.0041 2.4052 0.366
H 3.4311 2.6430 2.9722 -0.525
H -4.5697 1.2619 6.2604 0.260
H -8.7018 4.1254 -3.7287 0.243
H 3.3168 -3.9291 5.1249 -0.070
C -2.7518 -6.3939 3.9434 -1.185
H -3.2193 -2.5548 -5.1196 0.942
H -3.8209 7.0864 3.4692 0.381
H 6.9252 -3.9490 -2.2116 0.290
H 0.9803 -3.7302 2.7974 -0.854
C 6.0064 1.9969 0.3057 0.595
H -4.4766 2.6052 -2.4646 -1.431
H 2.7714 1.8515 -4.5758 -0.006
H 4.6721 8.1570 0.2477 0.277
H -0.3500 -0.8064 3.6621 -0.598
C 0.7762 -0.8903 6.8841 -1.189
C -2.9473 3.7819 -5.7353 1.822
H -6.2374 -1.7570 3.2497 0.441
C 1.6990 5.1718 -3.2522 -1.007
H -0.9576 -0.0074 -2.6246 -0.141
H -1.6795 -5.0510 -4.5625 0.013
H -8.4850 -2.3877 -2.5731 0.556
O 5.0291 -3.7411 1.3181 -0.566
C -7.4718 -2.6897 -2.7112 -1.962
H -0.0600 7.3043 2.6290 0.224
H 0.8510 1.1852 -0.6512 -0.608
H -3.5200 -6.2093 5.9681 0.589
C 7.2444 -3.5835 -3.2131 -1.116
H 1.8278 -4.8666 -6.2900 0.627
H -2.5290 1.0404 -0.5562 -0.272
C 4.9568 -2.9102 -3.9483 -0.354
C -1.5849 -4.6310 7.0235 -1.286
C 1.6631 -1.1582 0.2353 0.021
H 2.7136 -1.2915 3.2150 -1.192
H -1.2875 2.0956 -0.7609 -0.246
C 3.4966 5.1755 2.4577 1.748
H 9.3214 -2.4930 -1.7638 0.549
H -3.7695 5.6637 -6.6145 0.460
H -1.2854 -0.7748 5.2396 -0.184
H 4.1141 -3.0015 -4.6571 0.137
H -2.8920 -1.4454 2.0166 0.119
C -8.0962 3.2086 -3.6058 -0.894
C 0.2438 -4.3095 -4.8654 2.230
N -0.7716 4.9285 3.9111 -0.247
C -4.4634 -3.5544 -2.6483 -1.766
H -1.0165 4.6992 0.3782 -0.393
C -2.8247 6.6674 3.2505 -0.766
H -1.9303 -5.9453 1.9335 0.269
H -3.2508 4.6162 3.4641 0.532
O 5.5751 1.4802 4.1676 0.265
O -2.2801 1.5740 -2.5558 1.410
H 4.4188 5.8668 -4.0350 0.301
H 5.7137 4.0964 -1.3623 0.403
C -1.0832 1.0520 -3.0448 1.278
C 5.2755 -1.3891 -3.9337 1.205
C -1.3813 -5.5271 5.8331 1.221
C 6.6839 0.7103 0.6756 -1.135
C -0.0550 -4.0922 2.5364 0.602
H 3.2413 -4.0684 0.2878 -0.207
C -3.2076 3.0989 -1.0045 -0.669
O -6.8317 3.4756 -3.1494 -0.025
H -2.2795 7.3272 2.6006 0.341
C -0.3937 -1.1633 4.6961 0.557
C 1.8003 1.2932 -0.1140 0.758
H 1.3110 6.1119 -3.6656 0.380
H 0.9090 -3.6878 5.3812 0.011
C -2.8421 5.2558 2.7156 -0.703
H -0.1637 1.6342 -2.7169 -0.224
H -3.5126 5.1106 1.8512 -0.172
C -5.9940 0.9049 4.5009 -0.909
H 0.6203 -2.3417 -5.6477 0.036
C 0.2235 7.1514 3.7186 -1.623
H 4.1605 3.3221 -1.0525 0.244
C 6.9387 1.3867 4.6262 -1.028
H -4.5302 2.2041 -8.3002 0.292
H 1.2433 6.7868 3.7101 0.125
H -3.3169 0.1523 1.3593 -0.223
H -0.9562 0.0541 0.2853 -0.830
C -5.3570 0.4894 5.8482 -1.215
C -0.3927 -6.2084 -2.7185 -1.384
C -5.3376 -1.5657 2.6556 -1.744
C 5.2950 -2.7204 0.3302 1.686
O 0.8280 -2.7571 -3.2037 1.622
H -7.9499 2.5518 -4.4579 0.256
H 5.8667 -4.7498 -4.4213 0.504
C 5.1098 3.1895 -1.5271 -0.754
H 0.0638 -0.0728 7.2831 0.311
C -0.5678 5.2343 1.2799 -0.659
C 6.1848 -3.7384 -4.2879 -1.104
N -2.2553 2.5772 -6.2497 1.548
H 6.1992 -1.4154 -5.9654 0.400
C -5.5445 -0.7793 -1.3883 -0.694
H 1.8775 -5.5362 -1.1046 0.673
H 8.2805 -2.2246 -5.1262 0.373
C 3.9590 7.3564 0.4580 -0.611
H -4.6367 0.2221 -6.2186 0.909
H -2.8049 -0.2097 6.5327 0.446
H 4.3981 -2.7867 4.1956 0.002
O -3.2835 -2.3258 4.3841 1.345
H 7.6170 1.4266 3.8095 0.324
C -6.8011 -1.4663 -3.4106 1.383
H -3.7448 2.9357 -3.9462 -0.838
H 5.3639 6.3463 2.4117 0.237
C 4.1321 -0.5498 5.4491 -1.312
H -7.4987 -0.1966 -5.1591 0.115
H -0.6304 -3.2272 2.5535 -0.575
H 2.5596 0.1047 7.4877 0.344
H -8.6429 2.6149 -2.8201 0.367
C 4.8164 5.6131 1.8315 -0.178
C 3.9620 -3.0718 5.1780 -1.358
H 0.2519 -1.8306 7.0655 0.254
H 1.0560 6.1600 5.8028 0.284
H 4.9216 3.0684 -2.6211 0.116
N 3.0832 0.0978 1.6194 2.724
H -0.5173 -5.2650 -0.3719 0.563
O 4.5240 6.0633 0.5314 -0.186
H -6.7641 0.1453 4.2445 0.292
C -2.8531 -5.6999 5.2694 -0.532
H 7.1245 -1.9003 1.2826 0.472
C -1.4076 3.1349 2.3512 -1.162
H -2.2981 7.7765 5.0225 0.410
H 2.4192 -3.9463 -4.9386 -0.204
H 7.8535 -2.0440 -0.9034 0.103
N -4.5741 2.9241 -1.5284 0.976
H -6.9772 -2.8609 -1.7539 0.258
H -6.0745 0.3990 6.6584 0.416
H 4.8156 -0.2679 -5.8917 0.159
H 6.5517 2.8457 0.6328 0.898
H 0.5245 5.0046 1.2734 -0.052
C -7.8737 -0.9421 -4.4684 -1.834
H 5.8085 3.4960 4.6525 0.477
C -0.7610 -5.4537 -4.9933 -1.130
H -2.2339 -3.7487 6.8256 -0.247
C -3.1653 -0.4277 2.3077 0.357
H -1.1174 1.0916 -4.1230 -1.363
H -2.3031 -2.5134 -3.5219 -0.334
H -0.4093 -2.2075 4.6669 -0.627
O 5.8420 2.1157 -1.0817 -0.395
C -0.0457 6.1785 5.8836 -1.899
H 2.6268 -3.0034 7.3682 0.269
H -8.1989 -1.8269 -5.0022 0.481
H 6.7297 0.7972 1.7650 -0.083
H -0.0022 -3.6153 -6.7657 0.567
H -1.0914 -7.4556 -4.2575 0.450
H 4.0177 -0.2192 4.4161 -0.221
H 5.3492 4.6897 1.6208 -0.280
C -0.3517 -6.6064 -4.1412 -0.851
H 1.0584 0.2764 1.6184 -0.306
H 6.3034 0.5079 -2.2497 0.135
C 4.0903 -0.6772 -3.2244 0.134
H 1.6668 -1.9829 0.9874 -0.594
C -1.9422 -5.5060 2.9383 -0.596
C 1.9883 1.8007 -5.3602 -0.260
C 2.9905 -1.9620 7.2007 -1.213
H -1.5631 -7.2474 7.1102 0.431
H 4.7282 -3.2154 5.9555 0.602
C 3.2702 -1.8032 5.7357 1.678
H -1.9776 -5.2220 7.8471 0.615
H -1.0903 0.3540 -7.6079 0.580
O 0.4268 -1.2318 -0.4693 0.757
H -5.5836 2.5777 -6.4452 0.466
H -5.9658 0.4597 -2.9371 -0.952
H 2.1006 5.4920 -2.3109 0.393
C -2.0267 4.6360 -4.9412 -1.322
C -4.6110 -0.8435 5.7414 1.706
H -2.4824 -4.5105 2.9671 -0.219
H 3.1783 -0.7583 -3.8691 0.762
H 1.3333 -6.3329 3.8999 0.239
N 3.6404 4.5421 3.7820 -0.273
C -6.8182 3.8133 -1.7745 -0.807
C -0.7311 6.2533 4.4937 1.270
H -2.4060 0.1597 2.8552 -0.733
C -4.1394 3.3381 -4.8467 -0.904
H 0.8742 4.4058 -3.1618 -0.067
H 0.0509 -6.5824 6.9236 0.357
H 8.6622 -0.6962 -4.3091 0.235
H 2.8417 6.0182 2.6268 -0.543
C -0.1094 -3.1533 -5.7127 -1.768
C 5.6975 -0.7757 -5.3207 -1.630
C -4.1902 -1.2042 -2.0251 -0.270
H 0.8159 -6.3874 2.1422 0.262
H -4.0192 -0.6774 7.8012 0.587
C 0.9339 -0.6931 5.3559 1.242
C -1.9338 0.3244 -6.9192 -1.516
H -3.2220 3.3145 0.0862 -0.334
H -3.6672 0.6699 -8.8461 0.461
H -0.3789 2.7183 -6.7230 0.232
H 6.9373 0.3698 5.0057 0.344
H -2.5036 -7.4400 4.0570 0.385
H -5.0915 -2.9913 5.6020 -0.170
H 3.9709 -1.9344 7.7253 0.393
H -5.8616 -1.6086 -0.7398 0.424
O -5.7961 -2.8323 -5.0201 -0.570
H -5.0262 4.9575 -1.7997 0.410
H 0.2397 -3.7120 -0.4607 -0.732
H 0.1392 -6.9136 -2.0963 0.361
H -1.5294 -1.5905 -0.2467 0.080
H 1.3177 1.0470 -5.0910 -0.094
H 0.3946 3.5126 4.3362 -0.050
N -3.6889 -0.9102 4.5368 0.854
H -3.3139 -4.6859 5.0899 -0.541
H -1.5665 0.1420 -5.8879 -0.338
C 2.0355 4.1491 -5.6176 -1.655
O 2.1436 -1.9121 3.6342 2.798
H -0.6427 -7.5676 5.5933 0.308
H 3.0834 -3.6660 2.0559 -0.082
N 3.7818 5.5703 -4.7784 -0.715
H -3.5632 0.7172 -5.0130 -1.188
H 2.8039 4.6799 4.2981 0.162
H -5.4361 4.2715 -0.2433 0.262
N 5.8867 -0.4133 0.2701 2.045
H -5.5771 -1.2956 1.6548 0.489
H -1.2779 -3.9739 -1.3494 -0.897
H -2.4560 -2.3323 4.8361 -0.974
H 3.8855 0.2676 6.1501 -0.102
H -5.6467 1.8615 -4.7362 -0.387
H 4.3009 0.4195 -3.1683 -0.458
C -5.0029 2.2490 -5.5273 -0.075
H 8.1809 -4.0999 -3.5161 0.424
H 2.4355 -4.2749 -2.1881 -0.048
H 3.9978 -0.9758 -2.2019 -1.003
H -0.7156 6.3533 1.0449 0.394
H -7.4663 4.6891 -1.6593 0.431
H 9.5241 -2.2584 -3.9318 0.545
H 5.0609 1.9898 0.8741 -0.413
C 1.2290 0.7177 4.8516 -1.406
H -2.2030 2.9596 1.5695 -0.801
H -1.7342 4.0814 -4.0345 -0.137
H 6.0679 -0.7778 -0.6511 -1.213
H -6.5333 1.8736 4.6406 0.439
H 0.0627 -4.4527 1.5352 -0.187
H 5.2125 -0.7468 5.5271 0.426
N 6.3901 -1.2729 -2.9515 1.681
H 2.1536 -5.5952 -4.7364 0.200
C 0.3183 -4.9318 -2.3703 2.220
H -4.9523 -3.4964 -1.6820 0.279
H 1.7222 2.3307 0.3646 -0.459
H 4.4331 -2.2989 -0.2306 -0.463
H 3.5930 -5.2423 1.5747 0.473
C 8.4337 -1.8559 -1.7881 -1.666
C -4.3440 -2.1569 -3.1979 1.946
H -0.7944 -1.2573 1.3741 -0.369
C -0.8619 -6.8441 6.3722 -1.886
C -0.5317 -5.2221 3.4104 2.126
C -3.5536 -0.9277 6.8753 -1.686
H 2.7036 3.9863 -6.4340 0.386
H -6.4541 -1.8334 5.0962 0.384
H -1.6828 2.6338 3.2791 0.714
C -1.3149 4.7024 2.4845 2.471
H -3.6768 -0.2588 -2.3593 -1.100
H 2.3537 -1.3514 -0.5762 -0.515
H 3.3946 1.0114 1.9899 -1.548
H 7.6922 0.5619 0.1918 0.184
H 2.0866 1.1360 5.3475 0.431
C -6.5478 -0.3060 -2.4104 -0.274
H -4.4024 4.1613 -7.2865 0.400
H 6.3716 0.0765 -5.1408 0.417
C -2.9573 1.4314 -6.9348 1.894
H 3.1974 7.3104 -0.3718 0.134
N -5.5347 -1.8052 -4.0405 1.193
H -2.9480 2.2732 -9.0412 0.324
H 6.6182 -3.4385 -5.2427 0.392
C -2.3038 1.9036 -1.1797 1.418
H -6.0322 -2.0452 6.7798 0.586
H -0.3012 5.2410 6.3717 0.353
N 0.0731 -3.9104 -3.3905 0.367
H -1.0425 -2.7041 -5.4963 -0.217
H 5.9185 -3.1108 -0.5034 -0.719
H -2.6976 3.9629 -1.3274 0.414
H 5.6843 -1.4708 1.9952 0.082
H 1.3467 0.7176 3.7607 0.099
H -4.1707 1.5784 3.5511 -0.147
H 5.8360 3.1936 2.9373 0.186
H -2.8034 -1.0460 -4.3288 -0.337
H 3.5443 2.7118 4.7615 0.474
C -3.5382 1.6384 -8.3982 -1.781
H 3.0001 4.4492 1.7572 -0.648
H 2.4485 1.5891 -6.4132 0.291
H -3.7522 -6.3956 3.5583 0.660
C 1.6422 -4.7212 -5.2413 -1.515
H -2.8491 4.6995 -7.7493 0.437
H 3.2854 6.4581 -5.0827 0.311
C -5.5949 -2.0332 5.7884 -1.346
H -7.4896 -0.0039 -2.0064 0.818
H -0.3753 2.6627 2.0427 -0.175
H 1.3860 4.9462 -5.8978 0.444
C 3.6878 -4.1942 1.2704 0.125
C -4.0530 1.1039 -5.9189 -0.452
H -4.6896 4.2511 -4.5953 0.772
H -1.0834 4.8166 -5.5170 0.242
H -3.5534 -1.7029 -1.2801 0.017
H 1.8846 -1.0391 8.7651 0.415
C 7.6478 -2.1077 -3.0586 1.201
C -0.3028 -4.4359 -1.0940 -0.270
H -3.1039 -1.9121 6.8693 0.046
H 8.7588 -0.8336 -1.8021 0.400
H 0.6567 -6.9665 -4.4105 0.423
C 1.8107 -5.1759 -2.0928 -2.061
O 0.7023 -4.6616 5.3472 -0.859
H 7.1838 2.1006 5.4621 0.223
H -7.1911 2.8723 -1.1536 0.240
H -0.0826 -7.3563 3.3918 0.420
H 0.3174 1.2912 5.0526 0.647
H -2.5131 5.5744 -4.6743 0.524
O 1.2300 2.9659 -5.4540 0.347
C 2.0441 -0.8681 7.6708 -0.972
C -3.1161 -2.0710 -4.1221 -0.749
C 8.5306 -1.7929 -4.1859 -1.952
O 6.8151 0.0702 -2.9788 -0.763
H -2.6786 5.9856 5.2496 0.303
H -3.5882 -4.1346 -2.5624 -0.071
C 1.8316 0.1991 0.8701 2.063
N -0.6064 -4.7462 4.8335 1.394
H -7.4015 -3.5507 -3.3280 0.381
C -5.4221 4.0397 -1.2942 -0.564
```

Computed properties:
Gap between HOMO and LUMO = 8.4 eV
HOMO = -8.0 eV
Lowest unoccupied orbital energy = 0.0150 Ha
E = -157292.165 eV


Record 2
Here is a structure of composition C19H19Br30NO4 from OMol25. Energies are from ωB97M-V/def2-TZVPD.

Structure (XYZ):
```
73
Properties=species:S:1:pos:R:3:mulliken_charge:R:1
Br -3.1042 4.6206 -4.8075 0.148
H 2.7734 1.5761 -2.1622 0.421
C 5.2629 -0.1329 2.8123 -0.379
Br 1.3763 -5.7917 0.4260 0.051
Br 1.9748 -7.7242 5.1212 -0.019
Br -7.6492 1.6254 -1.3954 -0.037
C -4.0961 5.7931 -5.9631 -0.385
H 1.3332 -1.5352 -0.8042 0.359
Br 5.7371 -0.6312 1.0150 -0.045
Br -1.0007 -0.8416 -3.9971 -0.035
C 2.0159 0.5200 -0.4521 1.085
Br 0.0619 -0.6421 -7.0016 -0.037
H 1.3663 -7.2709 2.4015 -0.179
C 3.8143 -7.3737 5.5500 -0.205
Br -1.0738 -2.7265 7.1582 -0.021
Br 1.1379 7.4585 0.3401 -0.054
H -0.0896 5.5320 -0.5649 -0.767
H 3.0923 -0.1475 -2.1854 0.475
H 1.2720 2.5211 -0.3436 0.375
C -0.1741 6.0546 0.3826 0.785
C -6.2099 1.8616 -2.6527 0.254
Br 3.5434 0.7282 2.8672 0.019
Br 0.4569 1.8046 -4.9915 -0.037
Br -6.7923 1.5612 -4.4607 -0.040
C -0.6531 0.3160 -5.4998 -0.329
C -1.2783 -1.8099 -0.4915 0.548
Br -1.1033 -2.3399 2.5575 0.046
H 2.9320 0.8294 0.0563 0.112
O -1.2779 -0.7574 0.2937 -0.423
Br 2.2228 7.4443 -4.1631 -0.038
O -2.4496 2.1232 -1.4908 -0.131
Br 0.1671 4.8026 1.8076 -0.064
H -5.4648 1.1107 -2.4292 -0.156
H 2.7445 -1.3754 0.1948 0.373
H -1.0882 -4.2533 9.0965 0.348
H -1.6073 0.7223 -5.8042 0.376
Br 0.6199 -4.3533 4.2850 0.165
Br 3.5990 -7.8098 1.4908 -0.035
Br -1.9618 6.7523 0.4780 0.008
Br -0.7425 8.1304 -5.1075 -0.045
C 1.7687 -0.9274 -0.0095 -1.427
Br 1.1443 -4.7743 8.1723 0.037
C -0.7347 -4.3802 8.0839 -0.361
O -0.5588 3.1466 -2.2071 -0.437
H 4.3831 -7.4835 4.6370 0.252
Br -3.2014 6.0508 -7.6486 -0.043
H -4.1379 6.7560 -5.4745 0.345
C -1.1306 -3.9514 3.6066 -0.260
Br 4.0614 -5.5615 6.1538 -0.054
H -1.7720 -3.7824 4.4610 0.225
Br -1.7259 -5.8335 7.3035 -0.017
C -2.5920 0.7690 -1.2151 0.483
C 0.3711 7.5301 -3.6561 -0.369
O -3.5088 0.1061 -1.5618 -0.604
C 2.3346 0.5997 -1.9463 -1.362
C 0.9429 1.5291 -0.0264 -0.821
H 5.9928 0.5886 3.1491 0.405
Br -0.2460 5.8465 -2.9623 0.175
N -1.1495 -2.6791 -1.2331 -0.511
Br 0.7266 -8.8960 0.6560 -0.007
H 0.8522 1.5422 1.0627 0.308
Br 4.5016 -8.6479 6.8128 -0.016
Br -5.3590 3.5752 -2.4555 -0.023
C -1.0862 2.3383 -1.5153 -0.383
H 0.2901 8.2597 -2.8623 0.356
H 1.2087 -1.0041 0.9219 0.133
Br 5.3388 -1.6325 4.0113 0.005
C -0.4248 1.3413 -0.5979 0.605
H 1.4484 0.4346 -2.5577 -0.038
C 1.7141 -7.4183 1.3886 0.151
Br -1.8730 -5.4187 2.6122 -0.035
Br -5.9088 5.2011 -6.2072 -0.041
C -1.3572 0.4043 -0.4621 0.842
```

Computed properties:
Gap between HOMO and LUMO = 8.4 eV
HOMO = -9.7 eV
Lowest unoccupied orbital energy = -0.0488 Ha
E = -2130961.380 eV